77
Properties=species:S:1:pos:R:3:mulliken_charge:R:1 method="wB97M-V/def2-TZVPD" max_force_ha_per_bohr=0.021 orbital_gap_ha=0.2510 e_tot_ev=-143404.931 relative_energy_ev=1.740 total_charge=-1
Ba -0.10 -1.28 -0.90 2.426
Te 0.96 1.90 1.89 0.286
Br -0.81 -0.95 -5.30 -0.173
F -0.59 -4.94 -3.08 -0.292
F -5.72 -4.82 -1.26 -0.327
F -2.10 -7.19 -3.11 -0.331
F -4.24 -2.55 -1.22 -0.372
F -4.68 -7.15 -2.21 -0.340
O 3.53 -2.52 -1.02 -0.759
O 2.25 -0.68 -1.07 -0.785
O -1.63 -2.59 -2.12 -0.916
N -1.04 3.44 0.06 0.159
N -1.89 -1.21 1.07 0.801
N -0.21 -3.45 0.82 0.199
N -1.01 1.06 -0.01 -0.307
N -2.66 -0.12 1.24 -1.217
N 1.13 -1.52 -3.44 -0.396
C -0.50 -5.52 2.62 -0.255
C 2.25 -3.66 -4.80 -0.395
C 2.92 5.84 2.20 -1.052
C 3.62 3.33 1.23 1.243
C 1.18 -2.97 -5.35 -0.479
C 0.65 5.08 2.89 -1.368
C -4.80 3.43 1.84 -0.783
C -4.12 2.24 1.63 -0.054
C 4.19 5.66 1.66 0.685
C -1.21 -3.42 1.71 1.115
C 5.18 6.79 1.59 -1.439
C -4.22 4.63 1.46 -0.453
C -0.27 2.25 0.01 -1.215
C -3.93 -6.02 -2.19 0.703
C -2.97 4.65 0.87 -0.641
C 4.06 1.99 0.70 -1.511
C -3.69 -3.69 -1.70 0.324
C -2.35 -3.64 -2.16 0.174
C -1.39 -4.47 2.62 -0.913
C 4.52 4.39 1.18 -1.125
C 2.17 -2.18 -2.92 1.059
C 2.35 3.53 1.79 -0.344
C -2.10 -2.26 1.78 -1.263
C -2.12 0.99 0.72 -0.055
C -1.87 -4.89 -2.63 0.273
C 0.65 -4.47 0.83 -0.312
C 0.55 -5.53 1.72 -0.880
C -2.28 3.46 0.64 -0.193
C -2.62 -6.04 -2.65 -0.053
C 2.72 -1.74 -1.54 0.185
C 0.67 -1.91 -4.61 0.011
C 2.75 -3.27 -3.57 -0.584
C -4.45 -4.84 -1.71 0.061
C -2.86 2.24 1.03 0.622
C 2.00 4.80 2.28 1.164
H -2.51 5.59 0.57 0.379
H 5.48 6.98 0.56 0.325
H 2.64 6.82 2.58 0.212
H 1.28 -6.33 1.70 0.415
H 3.31 1.54 0.04 0.167
H -5.77 3.42 2.30 0.390
H 6.08 6.55 2.15 0.324
H 0.61 6.10 3.27 0.399
H 4.75 7.71 1.99 0.340
H 0.45 4.39 3.71 0.334
H -4.74 5.57 1.62 0.377
H -0.16 4.94 2.17 0.141
H -0.62 -6.33 3.33 0.408
H 0.47 2.30 -0.79 0.740
H 2.68 -4.50 -5.33 0.412
H 4.20 1.28 1.51 0.346
H 1.46 -4.42 0.10 0.403
H 5.50 4.23 0.75 0.324
H -0.64 4.30 -0.27 0.314
H 0.74 -3.23 -6.30 0.419
H -2.90 -2.28 2.53 0.226
H -2.21 -4.43 3.32 0.388
H 5.00 2.07 0.15 0.341
H -4.54 1.29 1.91 0.489
H 3.57 -3.77 -3.09 0.477